{
  "formula": "C52H78O38",
  "method": "wB97M-V/def2-TZVPD",
  "elements": ["O", "H", "C", "O", "H", "O", "O", "O", "H", "H", "H", "H", "C", "H", "H", "O", "H", "O", "O", "H", "H", "H", "O", "O", "O", "H", "H", "C", "H", "C", "H", "H", "O", "C", "C", "C", "O", "C", "H", "H", "C", "C", "C", "H", "H", "C", "O", "H", "H", "O", "C", "H", "H", "O", "H", "H", "C", "O", "H", "H", "H", "H", "H", "O", "C", "H", "H", "C", "O", "C", "O", "O", "O", "C", "O", "H", "H", "O", "H", "H", "H", "C", "H", "H", "O", "H", "C", "C", "H", "O", "H", "O", "H", "H", "H", "H", "C", "O", "C", "C", "H", "C", "O", "H", "C", "H", "C", "H", "C", "C", "O", "H", "H", "O", "C", "C", "H", "C", "H", "H", "O", "C", "C", "H", "C", "O", "H", "H", "H", "H", "C", "H", "H", "H", "H", "C", "H", "O", "H", "H", "C", "H", "H", "C", "O", "C", "H", "C", "O", "C", "C", "C", "C", "H", "O", "C", "C", "C", "H", "H", "H", "C", "C", "H", "O", "C", "C", "H"],
  "coordinates": [[-2.13657, 7.38504, -0.10233], [4.81747, -2.26783, -5.16372], [-2.01538, 6.54102, -1.17569], [-3.61978, 2.30841, -0.71661], [-1.27017, -2.63527, -3.13883], [-2.46165, 5.84441, 2.58077], [-2.43646, -4.25718, -5.11018], [4.45171, -1.11780, 3.97856], [-1.27312, 5.64213, 4.29233], [-2.67049, 2.84421, 1.87711], [-2.32495, 10.24663, -0.29711], [4.45678, -5.30658, 1.73650], [-3.41513, 3.55226, 0.01397], [-4.44076, 8.21897, -2.22805], [2.09212, 0.26676, 3.71811], [-2.06129, -1.16653, 2.59628], [-1.42607, 1.69392, -2.06311], [-0.07798, -1.04342, 3.75688], [3.49590, -6.26370, 3.22147], [-0.57219, -5.29727, -2.37086], [-0.55385, 7.91011, 4.09006], [2.88841, 2.64888, -0.67441], [-3.09942, -6.64606, 2.80911], [4.22830, 1.42160, 0.07510], [-2.42700, 7.99710, 3.17246], [-2.76327, -0.45059, -4.59357], [-1.00286, -2.04404, -4.75713], [-2.65420, -1.06545, -3.67293], [4.58902, -4.23246, -2.08311], [-0.49276, -2.22695, -0.40331], [1.01607, -1.11623, 1.55995], [5.18444, -2.94511, -0.95414], [2.52722, -5.50724, -3.64399], [-3.18607, 6.98721, 2.69621], [4.18701, 2.01502, -2.21805], [-2.68762, -3.26242, -4.53733], [5.25614, -0.54249, -0.22808], [2.33985, -6.72293, 2.73019], [-2.86966, 8.99051, -2.38150], [-2.16146, -0.52998, -2.85880], [4.63326, -1.96851, 4.97138], [1.33484, -1.24713, 0.57194], [-3.92034, -1.76994, -3.24951], [0.83332, 5.53146, 2.92575], [-3.76071, -0.05295, 2.71159], [-4.36848, 1.55680, 0.10345], [4.94894, -3.11382, 4.89983], [-0.10606, 0.84778, 1.30900], [1.49832, -3.77022, 3.88644], [-2.04990, -1.28459, 4.76462], [1.79420, -3.54667, 2.86228], [-4.11600, 7.76407, 0.03191], [-1.91995, -7.24000, 0.43730], [-1.90465, 4.24279, -5.06017], [-0.07985, 1.93462, -0.14715], [-0.24185, -6.14595, 3.96972], [-3.13871, 9.62516, 0.21818], [1.70441, -5.76454, 1.94430], [4.78052, 2.75038, -2.79335], [2.41644, -2.70891, 3.03364], [-2.94156, 9.52105, 1.32860], [5.01747, 0.89467, 4.25541], [-1.90332, -5.45880, 0.76806], [2.89412, -2.58427, -4.43875], [-0.63368, 4.06439, -5.45567], [5.83135, 3.76198, -0.52468], [-5.12594, -1.95839, 1.89748], [2.91398, -5.67826, -4.92508], [-2.78364, 6.93770, -2.21282], [2.98701, 0.80754, 3.65847], [-0.61800, -0.95812, -0.52382], [-1.33561, 5.59552, -1.18619], [1.86760, -5.51623, -5.73596], [-1.71432, -6.83129, 2.42339], [1.91462, -7.79419, 2.90176], [-0.13861, 2.78848, -2.07711], [-4.06644, 10.15978, 0.15541], [3.41905, -1.70376, -2.49292], [-4.08217, 5.59213, -0.01908], [-1.34554, -7.84115, 2.67957], [-4.05130, -0.75225, 5.00861], [0.64398, -0.19990, -0.31166], [4.51508, -3.82274, -4.49656], [-3.93248, -2.15809, -2.23796], [-1.26041, -3.07596, -0.74570], [3.28593, 1.63523, -2.70144], [-3.48732, -1.43354, 4.34387], [1.07197, -5.81837, -3.59530], [-0.69251, 7.84018, 2.18629], [4.43404, -1.31430, 6.11957], [1.14523, -0.06531, -1.24385], [4.04646, -5.84676, -5.27327], [0.63108, -4.12529, -4.80720], [-3.77712, -2.49564, 4.51586], [0.89495, -5.60331, -1.44919], [-1.41940, 1.44396, -4.63816], [0.70325, -5.19887, -4.89899], [-4.83523, 0.47631, -0.18960], [-3.20321, -5.68714, 3.76623], [4.14556, 0.24638, 4.39500], [4.37088, -4.44606, 3.27629], [3.93350, -0.02299, 5.90819], [4.99302, 0.87375, -1.92939], [-2.35857, 3.84505, -0.14882], [4.28325, -2.76792, -4.37340], [0.95584, -3.10350, 2.33066], [-0.58009, 1.93883, -2.64138], [1.43374, 1.29734, 0.68273], [-1.08790, 7.58284, 3.18953], [-1.70836, -2.22075, -3.99569], [0.69484, -2.44842, 0.18719], [4.37139, 4.58049, -0.91315], [-0.11717, -5.74629, -5.42833], [-4.25926, -5.40067, 4.27437], [-1.30071, -1.13293, 3.68607], [4.90594, 0.48934, -0.65133], [3.36254, 1.00978, 2.63878], [0.47305, -5.17776, -2.36047], [-4.83257, -1.17130, -3.40028], [5.42007, -1.41941, -3.01632], [-0.09006, 4.74690, -6.32410], [0.42530, 1.06232, 0.38656], [2.48605, -4.59863, 2.01055], [2.75816, 1.74259, 4.18114], [-1.10318, 2.32734, -4.06942], [-4.47382, 2.05941, 1.37198], [-3.55948, -2.02643, 0.96763], [-5.43382, 4.39201, -0.25032], [-2.42461, 3.94333, -3.16162], [-0.41000, -6.42086, 0.79748], [-4.36113, 4.64321, -0.46813], [6.22623, -3.50967, -2.21101], [2.40555, -1.28584, 0.40518], [2.66654, -4.21943, 1.00913], [2.86409, -0.07433, 6.18637], [5.16709, -3.32713, -1.99765], [0.10325, 1.13692, -2.67485], [-4.32806, 7.14467, 2.37252], [4.49852, 0.66172, 6.49934], [-0.19384, 4.27489, 2.18195], [3.85562, -5.05227, 2.57370], [-3.91259, -3.14951, 2.31462], [-3.19084, 2.85584, -4.30446], [-0.99375, -5.79262, 3.28710], [-2.02920, -5.13561, 4.05648], [2.43699, -1.88303, -3.40593], [0.91093, -6.85778, -3.41374], [4.66995, -2.26958, -2.95570], [-4.01313, -2.89901, -4.18753], [-1.16630, 6.03646, 3.19859], [-3.28466, 8.24383, -0.40605], [-2.25511, 3.34451, -4.05563], [-4.06076, -2.12447, 1.95387], [0.60834, -4.09664, -2.32198], [1.28267, -1.54643, -3.31529], [-1.46856, -6.43168, 0.99123], [-3.59910, 3.18799, 1.49919], [4.76081, 3.76206, -0.32849], [-4.22111, 4.64183, -1.57380], [-4.08440, 3.90169, 2.13459], [4.54005, 3.96996, 0.72801], [-0.07713, 5.33415, 2.35749], [3.96660, 2.55817, -0.75770], [-0.16001, 5.72004, 1.34108], [-0.10911, 3.00564, -4.83309], [-3.37894, -1.07541, 2.87185], [-3.42217, 8.15568, -1.87356], [-0.56435, -4.98612, 2.75113]],
  "atomic_forces_ev_per_a": [[-0.4722, 0.1181, -1.1879], [-0.1749, 0.6211, -0.3320], [-1.2631, 2.2329, 0.3479], [-0.4312, 0.9411, 1.3714], [0.7893, -0.4861, 1.2656], [-0.5053, 0.3982, 0.2116], [0.1225, -1.3758, -0.9760], [0.0068, 0.6569, -2.1854], [0.4170, 0.5158, -1.8730], [0.9170, -0.2432, 0.8140], [-1.0437, -0.9327, 0.8197], [0.9929, -0.2037, -0.6674], [1.0681, 1.3649, 0.4243], [-0.2670, -0.4526, -0.0195], [-1.1200, -1.3017, -0.1880], [3.9021, 0.5920, -1.2444], [-1.1456, -0.7632, 0.6752], [-1.9761, 0.1131, -0.9351], [-0.1591, -0.5563, 0.3142], [-1.4434, -0.4846, 0.0998], [-0.1315, 0.4952, -0.6321], [-0.1249, 0.9461, 0.3227], [0.5892, -0.1005, 0.1074], [0.6312, -0.2010, -0.3402], [-0.6277, -0.1205, 0.5277], [-0.2755, -0.2048, 0.7688], [1.0489, 0.3773, -0.6725], [1.4270, 0.2316, 0.2634], [-0.1587, -0.4002, 0.0417], [1.3286, -1.1562, 0.4702], [0.2265, 0.6563, 1.8173], [-0.3297, -0.1638, -0.6707], [-0.4454, -1.1645, 0.5831], [-0.3325, 0.2016, -0.4524], [1.0262, 0.4118, 1.5698], [-1.3903, 1.4997, 1.5849], [0.9399, -1.4778, 0.7224], [0.4100, 1.8745, -0.8945], [-0.3049, -0.6386, 0.3246], [-0.5136, 0.5397, -0.0867], [0.1529, 0.4904, 0.7630], [-0.3841, 0.4344, -1.6130], [-0.9817, -0.1151, -1.3471], [0.3889, -0.0499, -0.7070], [0.1883, -0.3230, -0.2997], [-0.7698, -2.9784, 0.3440], [-0.0496, -0.0430, -0.2796], [-0.2421, 0.1433, 0.2058], [-0.1241, -0.8778, -0.1159], [-1.4430, -0.0062, 0.2634], [-0.6032, 0.2975, -0.2489], [-1.0103, -0.5584, 0.7744], [-0.2051, 0.1244, -0.9705], [0.1030, 0.9889, -1.1153], [0.8342, -1.4152, 0.5184], [0.1394, -0.5039, 0.3276], [1.7158, 0.0377, 0.4058], [0.9408, -1.2891, 0.6112], [-0.5255, -0.6086, -0.0690], [1.2089, 0.9499, -0.1604], [0.0044, 0.1313, -1.3479], [0.0901, -0.4303, -0.1750], [-0.0529, -0.0540, -0.0645], [-0.6240, 0.2533, -0.8286], [0.7575, 1.5854, -2.5898], [0.0412, -0.5610, 0.1254], [-0.2712, 0.1450, -0.2827], [0.1951, 0.6362, 0.0615], [0.0201, -0.4562, 0.2109], [1.3710, 1.5100, -0.3572], [-1.0667, 3.9749, -1.3807], [1.6938, -2.1411, -0.0606], [-0.2879, 0.0254, 0.1451], [0.9333, 1.2350, 0.7813], [-1.1080, -1.9947, 0.4561], [-0.0708, -0.1471, -0.8698], [-0.5576, 0.2684, -0.2505], [-0.7658, 0.4225, -0.0827], [-0.1597, 0.0125, 0.0391], [-0.5882, 0.3520, -0.2787], [0.1705, -0.3960, -0.6374], [-1.0622, -2.2787, 0.2648], [-0.1214, -0.0701, 0.1252], [0.3261, -0.0030, 0.2145], [-0.2103, -0.0663, 0.1422], [-0.0096, 0.4904, -0.1027], [1.1495, -0.3902, 1.3762], [0.9112, 1.9388, 1.5781], [0.5015, 0.3900, 0.8518], [0.4428, -0.7624, 1.1604], [0.1262, -0.2462, -0.8982], [-0.1349, -0.1152, -0.0117], [-0.3566, 0.2414, -0.1744], [0.2360, 0.7590, -0.0403], [-0.0872, -0.0737, -0.0620], [0.2692, 0.0624, 0.2493], [-0.5113, -2.0578, -1.7117], [0.5270, 1.7157, 0.1818], [-1.4254, -0.4715, 0.1081], [0.2692, -1.4947, 1.5635], [0.1295, 0.8053, 0.4093], [-1.0904, 0.0331, -0.7142], [0.8030, -0.2584, -0.7935], [-0.7077, -0.0953, -0.1501], [1.2514, -0.7851, 0.9593], [-0.2921, -0.4691, 0.1789], [-0.2672, 2.0774, -1.4233], [0.4995, 0.8550, 0.2497], [1.1025, -1.4181, -0.6738], [-2.6799, -0.2850, -1.1478], [0.8407, -2.0932, -0.3366], [-0.1789, 0.5735, -0.1136], [0.2853, 1.1711, 0.6656], [0.9545, 0.1320, -0.3855], [1.8783, -0.4358, 1.2932], [-1.4413, 1.2546, -0.3131], [-0.7707, 0.0081, 0.2503], [1.2439, 0.8108, -0.1549], [0.3807, -0.2063, 0.0874], [-1.0171, -0.9394, 0.1562], [-1.1284, -1.7627, 2.5191], [-0.9716, 1.5497, 0.4695], [0.7273, 1.8519, 0.9803], [0.1080, 0.2956, -0.3576], [0.1086, -0.0132, 1.6783], [-0.0372, -0.2732, -0.7642], [-0.7029, -0.0861, 0.4061], [0.9680, 0.2818, -0.0660], [0.3953, -0.3465, 0.4484], [0.4129, 0.0315, -0.0530], [-0.3565, -1.2454, -1.0438], [-0.2147, -0.2719, -0.2238], [0.1210, -0.2553, 0.1876], [-0.3585, 0.1009, -0.1906], [0.4038, 0.5186, -0.1247], [0.5452, 0.7538, 0.6227], [0.7254, -0.9900, -0.1330], [0.5080, -0.5847, 0.1477], [0.1156, 0.5121, 0.6241], [-0.2858, -0.4671, 0.7239], [-1.6259, -0.6791, -0.5644], [0.1971, 0.2795, 0.1245], [-0.1984, -0.0170, -0.1206], [-0.4835, 0.5489, 1.0348], [-0.0970, -0.3807, 0.1572], [-0.0442, -0.5296, 0.2787], [0.2612, -1.0547, -0.8823], [0.8529, 1.0141, -0.3764], [1.7296, -0.0165, 0.1455], [-0.5687, -0.9024, 1.0579], [0.5459, 0.8570, 1.3416], [-0.3810, -0.5168, 0.5479], [0.6140, 0.6260, -0.1302], [0.3210, 0.0391, -0.1436], [0.7773, 0.2281, 0.4663], [-0.8024, -1.1581, 0.1553], [-0.7772, -0.8145, -1.7421], [-0.6999, 0.2744, 0.1038], [-0.3405, 0.5032, 0.6788], [-0.0052, 0.5528, 0.0542], [0.3027, -0.0260, -0.2936], [-1.0142, 0.8334, 0.6779], [-0.8778, -0.7755, -0.8300], [0.6170, 0.5581, 0.0898], [0.7892, -0.0545, -0.0312], [-3.8474, -0.9446, -0.0172], [1.1056, 1.8091, -1.5172], [0.5376, 0.4136, -0.9647]],
  "e_lumo_ev": -0.375,
  "spin_multiplicity": 1,
  "gap_ev": 9.51,
  "e_tot_ha": -4887.539015
}